[1]
# C25H21MnN4O2S2

A structure of composition C25H21MnN4O2S2 (ωB97M-V/def2-TZVPD, the OMol25 dataset).

```
55
C25H21MnN4O2S2 (ωB97M-V/def2-TZVPD)
Mn -0.49523 0.91604 -0.60954
C -2.77271 -1.80044 0.16589
C -1.46574 -1.16213 0.49071
N -0.63863 -1.13008 -0.57822
N 0.59880 -0.63656 -0.35966
C 1.61236 -0.42812 -1.24821
S 1.71066 1.19723 -1.66022
S 2.75904 -1.60696 -1.67955
C 2.37006 -3.00041 -0.54019
C 3.30381 -2.99571 0.63750
C 3.13590 -2.06192 1.65719
C 4.03455 -2.00949 2.70955
C 5.11047 -2.88933 2.75144
C 5.27312 -3.83107 1.74685
C 4.37287 -3.88109 0.68936
C -1.08464 -0.85579 1.83871
C -1.50637 -1.67428 2.90893
C -1.04793 -1.43886 4.17497
C -0.18717 -0.35149 4.41165
C 0.19111 0.49975 3.40123
C -0.28011 0.28182 2.10106
O -0.06155 1.18587 1.16492
H -2.61292 -2.85736 -0.05646
H -3.18258 -1.34717 -0.73809
H -3.48292 -1.69806 0.98024
H 2.47306 -3.89787 -1.14530
H 1.32897 -2.89760 -0.24330
H 2.29530 -1.37509 1.62667
H 3.90187 -1.27731 3.49650
H 5.82004 -2.83907 3.56746
H 6.10413 -4.52363 1.78073
H 4.50153 -4.61619 -0.09720
H -2.15662 -2.51816 2.71528
H -1.33638 -2.08988 4.98821
H 0.17373 -0.16974 5.41629
H 0.82449 1.35893 3.58272
O -1.11224 0.80391 -2.32388
C -1.49705 1.68213 -3.25390
C -1.44236 1.30636 -4.59398
C -1.82303 2.19160 -5.58115
C -2.26101 3.47675 -5.25854
C -2.32985 3.84801 -3.93524
C -1.96516 2.95344 -2.92173
C -2.08288 3.29446 -1.51659
N -1.60071 2.60020 -0.48842
C -1.96290 3.26097 0.67733
C -2.67213 4.35808 0.34849
N -2.73434 4.36511 -1.03391
H -1.08700 0.31153 -4.83071
H -1.77770 1.88601 -6.61882
H -2.54214 4.17381 -6.03592
H -2.66157 4.85039 -3.68559
H -1.67591 2.89827 1.64713
H -3.12814 5.12228 0.95256
H -3.22825 5.03793 -1.59524
```

As for the expectation value of S²: 4.123. For the HOMO energy (alpha / beta), the calculation gives -0.3993 / -0.4060 Eh. The spin multiplicity is 4. Its net charge is +1.



[2]
# C25H21N2O7Tm

A structure of composition C25H21N2O7Tm (ωB97M-V/def2-TZVPD, the OMol25 dataset).

```
56
C25H21N2O7Tm (ωB97M-V/def2-TZVPD)
C 1.69143 1.10813 -1.19283
C 2.11488 -0.25973 -0.96587
C 1.20581 -1.10995 -1.66113
H 3.02809 -0.56871 -0.44757
C 0.23051 -0.29421 -2.30653
C 0.52677 1.06665 -2.01105
H 0.06499 1.93625 -2.46612
H 2.24260 2.01879 -0.95570
H 1.30061 -2.19239 -1.73910
H -0.55307 -0.65296 -2.99266
C -1.82742 -0.32485 2.29824
C -1.00868 0.76494 2.72211
C -1.23845 1.85217 1.78477
H -0.33230 0.75218 3.57672
C -2.22841 1.40383 0.83658
C -2.60613 0.07547 1.17314
H -3.42365 -0.49964 0.72285
H -1.88675 -1.26542 2.83921
H -0.81223 2.84996 1.88338
H -2.73499 2.05448 0.12096
Tm 0.17445 0.30048 0.73949
O -2.66522 -2.44796 -1.95715
C -2.04129 -3.75419 -1.97029
C -2.90422 -3.27291 -3.13403
H -0.96476 -3.77523 -2.13967
H -2.51720 -4.51244 -1.34897
H -2.38053 -2.96885 -4.04751
H -4.01296 -4.02105 -5.48711
C -4.68574 -4.21542 -4.63545
C -4.24543 -3.83075 -3.33992
C -5.10290 -4.07292 -2.24322
H -4.77967 -3.77079 -1.24458
C -6.35816 -4.64525 -2.46261
H -7.01173 -4.76373 -1.60759
C -6.78106 -5.03497 -3.73343
H -7.76934 -5.46751 -3.87824
C -5.92457 -4.83109 -4.82193
H -6.23345 -5.13791 -5.82310
O 1.68277 1.41888 3.95658
C 2.28726 1.53790 2.89383
O 1.79167 1.03876 1.73637
C 3.53327 2.39976 2.90641
C 4.10509 2.87991 1.71781
C 5.15382 3.83155 1.71553
C 5.70226 4.35877 2.89022
C 5.15491 3.90068 4.08170
C 4.08926 2.93702 4.09676
N 5.71766 4.43295 5.31202
O 6.64953 5.27619 5.19745
O 5.27657 4.04920 6.41277
N 5.65115 4.28194 0.45501
O 5.12602 3.80789 -0.57118
O 6.57877 5.11701 0.41177
H 3.70498 2.52233 0.77607
H 6.52438 5.06142 2.85249
H 3.72080 2.65534 5.07427
```

As for the expectation value of S²: 2.002. For the energy above the lowest of the compared OMol25 structures with the same formula, charge and spin, the calculation gives 0.0000 eV. For the HOMO energy (alpha / beta), the calculation gives -0.3099 / -0.3104 Eh. The spin multiplicity is 3.



[3]
# C25H21N4O4S

The ion C25H21N4O4S with charge -1 (ωB97M-V/def2-TZVPD, the OMol25 dataset).

```
55
C25H21N4O4S (ωB97M-V/def2-TZVPD)
C 4.34595 -0.91927 -4.27200
N 3.68336 -1.89037 -3.42783
C 3.91588 -3.26987 -3.80865
C 2.85020 -1.54387 -2.40339
C 2.05326 -2.51718 -1.75735
C 1.23969 -2.16845 -0.68441
C 1.32998 -0.89841 -0.09390
C 0.54069 -0.57083 1.18246
C 0.46933 -1.78963 2.09321
C -0.09708 -1.79651 3.37699
N -0.42879 -1.95485 4.50217
C 1.50053 -2.74202 2.01413
N 2.37389 -3.53104 1.95519
C 2.04848 0.09023 -0.77913
C 2.77789 -0.21139 -1.92298
H 4.06719 0.09925 -4.00203
H 5.43780 -1.03262 -4.18207
H 4.07460 -1.08299 -5.32658
H 4.09098 -3.90165 -2.92610
H 3.07746 -3.69523 -4.38307
H 4.81017 -3.29168 -4.44519
H 2.08231 -3.54788 -2.09586
H 0.53317 -2.90721 -0.30893
H 1.07054 0.20047 1.77504
H 2.02266 1.12015 -0.41681
H 3.32121 0.59356 -2.40721
C -6.50305 0.20062 2.88004
C -5.56509 0.98523 3.56523
C -4.24834 1.02356 3.12055
C -3.86914 0.26673 2.00050
S -2.14074 -0.30111 2.03158
C -0.78025 0.04492 0.74399
C -0.60292 1.51769 0.39834
C -0.89620 2.04234 -0.88312
C -0.33654 3.25357 -1.29241
C 0.52379 3.93856 -0.41040
N 1.55086 4.79103 -0.93253
O 2.44928 5.16426 -0.13842
O 1.54303 5.10351 -2.14068
C 0.60971 3.55360 0.93466
C 0.03105 2.35479 1.33098
O -1.63408 0.37355 3.21125
O -2.29657 -1.74121 1.95617
C -4.78416 -0.56503 1.34471
C -6.11106 -0.57137 1.77390
H -7.53735 0.17605 3.22982
H -5.82930 1.55752 4.45823
H -3.50071 1.57319 3.69428
H -1.23925 -0.50381 -0.09806
H -1.52994 1.47464 -1.56641
H -0.49811 3.66480 -2.28093
H 1.15995 4.18261 1.62354
H 0.10997 2.04365 2.37405
H -4.43716 -1.23013 0.55285
H -6.82904 -1.21445 1.26258
```

For the HOMO energy, the calculation gives -0.1189 Eh. The spin multiplicity is 1. Its net charge is -1.



[4]
# C25H21N4ORhS6Sb

A structure of composition C25H21N4ORhS6Sb (ωB97M-V/def2-TZVPD, the OMol25 dataset).

```
59
C25H21N4ORhS6Sb (ωB97M-V/def2-TZVPD)
Rh 0.19347 -1.22022 -0.36950
S -1.44745 0.04043 0.46051
C -2.71051 -1.24430 0.46786
N -3.95617 -0.98882 0.78050
N -4.27793 0.29458 0.90342
C -5.25835 0.75662 1.75925
C -6.07884 -0.10361 2.49215
C -7.02000 0.41926 3.36063
C -7.17043 1.79143 3.50825
C -6.36956 2.64620 2.76144
C -5.42300 2.13960 1.89262
N -2.33523 -2.49100 0.18634
N -1.08449 -2.68035 -0.01908
C -0.72428 -4.02896 -0.13728
C 0.58383 -4.40411 0.18479
C 0.98032 -5.72059 0.06221
C 0.08297 -6.67946 -0.38775
C -1.22528 -6.31496 -0.68283
C -1.63916 -5.00590 -0.54544
H -3.56229 0.96044 0.61998
H -5.94349 -1.17032 2.37801
H -7.63906 -0.25111 3.94333
H -7.89680 2.19305 4.20214
H -6.47976 3.71803 2.86616
H -4.78847 2.80512 1.31811
H 1.26186 -3.64698 0.56017
H 1.98798 -6.00469 0.33091
H 0.40495 -7.70495 -0.51220
H -1.92664 -7.06385 -1.02900
H -2.65754 -4.71268 -0.75668
S 5.67890 -3.36264 -2.64851
Sb 4.28446 -3.85206 -0.85051
S 2.79013 -1.71494 -1.19668
S 1.19023 -2.17773 -2.28113
S 5.41057 -2.90475 0.95925
O 1.30285 0.63317 -0.45190
S 2.06818 1.19806 -1.61691
C 1.57759 2.94161 -1.58945
C 0.78506 3.39255 -0.54753
C 0.36129 4.71327 -0.53992
C 0.72125 5.56346 -1.57585
C 1.50913 5.09791 -2.61962
C 1.93845 3.78002 -2.63210
C 3.73936 1.43433 -0.99902
C 3.96971 1.35219 0.36166
C 5.26940 1.45309 0.82922
C 6.31780 1.62930 -0.06218
C 6.07116 1.70155 -1.42559
C 4.77515 1.59678 -1.90316
H 0.49579 2.70357 0.23434
H -0.25685 5.07693 0.27068
H 0.38397 6.59222 -1.57486
H 1.77969 5.76327 -3.42919
H 2.54704 3.40669 -3.44742
H 3.14179 1.17555 1.03614
H 5.46333 1.36961 1.88978
H 7.33415 1.68675 0.30386
H 6.89043 1.81067 -2.12342
H 4.57935 1.61163 -2.96899
```

For the energy above the lowest of the compared OMol25 structures with the same formula, charge and spin, the calculation gives 2.9913 eV. For the HOMO energy (alpha / beta), the calculation gives -0.1308 / -0.1308 Eh. The spin multiplicity is 1. Its net charge is -1.



[5]
# C25H21N9ORhS2

A structure of composition C25H21N9ORhS2 (ωB97M-V/def2-TZVPD, the OMol25 dataset).

```
59
C25H21N9ORhS2 (ωB97M-V/def2-TZVPD)
Rh -0.57130 0.03881 0.24879
C -0.02911 -2.85460 1.36280
N -1.17935 -1.97025 1.22286
C -2.38358 -2.51395 0.59798
C -3.20192 -1.35533 0.11702
N -2.69644 -0.15073 0.08066
C -3.67407 0.68318 -0.45592
C -3.63994 2.04398 -0.74171
C -4.78185 2.59803 -1.28295
C -5.92516 1.82109 -1.53230
C -5.96509 0.46995 -1.25281
C -4.81101 -0.08409 -0.71261
N -4.47272 -1.37957 -0.32860
C 1.20662 -2.01313 1.39510
N 1.21595 -0.76208 1.01333
C 2.52985 -0.30676 1.12582
C 3.09336 0.93740 0.85626
C 4.45275 1.06607 1.05483
C 5.23456 -0.00484 1.51779
C 4.68098 -1.23567 1.80375
C 3.31279 -1.36250 1.59609
N 2.43477 -2.42857 1.76187
H 0.02524 -3.50144 0.48396
H -0.08682 -3.49663 2.24695
H -1.38777 -1.46988 2.08469
H -2.96491 -3.15979 1.26336
H -2.08517 -3.11015 -0.26860
H -2.74130 2.62106 -0.56505
H -4.80005 3.65002 -1.53208
H -6.79644 2.29402 -1.96405
H -6.84879 -0.12139 -1.45032
H -5.06350 -2.19153 -0.39369
H 2.48000 1.75552 0.50371
H 4.93131 2.01345 0.84756
H 6.29777 0.13955 1.65173
H 5.28574 -2.05450 2.16923
H 2.67200 -3.34858 2.09259
S 0.21224 1.80165 -1.02401
C 1.29653 0.93139 -2.09368
C 2.35810 1.60314 -2.69037
C 3.21909 0.94180 -3.55372
C 4.33205 1.64956 -4.12496
N 5.23113 2.21445 -4.56188
C 3.01423 -0.41637 -3.83256
C 1.95260 -1.08279 -3.23705
C 1.09692 -0.41647 -2.36945
S -0.27281 -1.25495 -1.66244
C 3.89680 -1.13782 -4.70671
N 4.58791 -1.74387 -5.39492
H 2.51778 2.65230 -2.47767
H 1.79313 -2.13248 -3.44697
N -2.10048 2.39409 3.16720
C -1.08519 1.51599 3.26184
N -0.21390 1.67042 4.27583
O -0.96673 0.57341 2.45439
H -2.21327 3.17049 3.79350
H -2.75013 2.28423 2.40794
H -0.24951 2.44907 4.90870
H 0.59612 1.07659 4.28892
```

For the energy above the lowest of the compared OMol25 structures with the same formula, charge and spin, the calculation gives 1.0665 eV. For the HOMO energy, the calculation gives -0.3700 Eh. The spin multiplicity is 1. Its net charge is +1.



[6]
# C25H22AsClN3O8SW

A structure of composition C25H22AsClN3O8SW (ωB97M-V/def2-TZVPD, the OMol25 dataset).

```
62
C25H22AsClN3O8SW (ωB97M-V/def2-TZVPD)
W 0.11844 -0.39092 -0.58190
Cl 1.76370 -7.05257 0.91961
C 1.21141 -5.58181 0.19383
C 1.67582 -5.22648 -1.07981
C 1.25590 -4.06546 -1.68635
C 0.37779 -3.21051 -1.01493
O -0.04617 -2.09224 -1.58544
C -0.09243 -3.57359 0.25881
C -1.08013 -2.76124 0.89527
N -1.35079 -1.54367 0.55085
C -2.42136 -0.83967 1.16164
C -3.45003 -1.41123 1.87062
C -4.46250 -0.61065 2.42204
C -4.46055 0.74385 2.22114
C -3.44251 1.34130 1.45463
C -3.42482 2.72602 1.12584
C -2.45977 3.21189 0.31384
C -1.45123 2.33235 -0.17700
N -1.40483 1.05817 0.15232
C -2.41532 0.54637 0.93669
C 0.31848 -4.78035 0.85308
H 2.37381 -5.88124 -1.58411
H 1.60462 -3.78242 -2.66965
H -1.61507 -3.20271 1.73266
H -3.51237 -2.48397 1.99026
H -5.25850 -1.07812 2.98413
H -5.25221 1.36404 2.62096
H -4.19758 3.37679 1.51501
H -2.42543 4.25418 0.02645
H -0.62930 3.68279 -1.24773
H -0.06378 -5.06845 1.82439
O -1.62950 1.24939 -4.35677
As -0.08575 0.50522 -3.84540
O -0.49975 2.76469 -0.97904
O -0.64403 0.19027 -2.15665
C 0.77109 2.25251 -3.61848
C 0.21551 3.40948 -4.17802
C 0.87071 4.62894 -4.04654
C 2.08288 4.71596 -3.37330
C 2.66250 3.57330 -2.81956
C 1.97311 2.40178 -2.98423
S 2.60625 0.06185 -0.81027
O 1.84598 -0.36566 -2.06284
O 1.55184 1.13001 -0.31249
O 2.10144 -1.11346 0.09279
H -2.19104 0.59118 -4.77967
H -0.72756 3.34423 -4.70445
H 0.43721 5.51780 -4.48636
H 2.58812 5.66989 -3.28497
H 3.60681 3.62660 -2.29273
C 3.19169 0.43372 3.80919
N 2.10623 -0.25239 3.12410
C 1.96660 -1.68457 3.35219
C 1.31160 0.38080 2.29349
O 0.33248 -0.16152 1.73157
H 4.15057 0.04770 3.46336
H 3.11124 0.27141 4.88337
H 3.13843 1.50075 3.60704
H 1.44546 -1.87190 4.29186
H 2.95944 -2.12874 3.39669
H 1.41673 -2.12189 2.52490
H 1.55041 1.43219 2.12410
```

As for the expectation value of S²: 2.012. For the energy above the lowest of the compared OMol25 structures with the same formula, charge and spin, the calculation gives 0.2605 eV. For the HOMO energy (alpha / beta), the calculation gives -0.3824 / -0.4049 Eh. The spin multiplicity is 3. Its net charge is +1.



Copy entry 5 word for word.
# C25H21N9ORhS2

A structure of composition C25H21N9ORhS2 (ωB97M-V/def2-TZVPD, the OMol25 dataset).

```
59
C25H21N9ORhS2 (ωB97M-V/def2-TZVPD)
Rh -0.57130 0.03881 0.24879
C -0.02911 -2.85460 1.36280
N -1.17935 -1.97025 1.22286
C -2.38358 -2.51395 0.59798
C -3.20192 -1.35533 0.11702
N -2.69644 -0.15073 0.08066
C -3.67407 0.68318 -0.45592
C -3.63994 2.04398 -0.74171
C -4.78185 2.59803 -1.28295
C -5.92516 1.82109 -1.53230
C -5.96509 0.46995 -1.25281
C -4.81101 -0.08409 -0.71261
N -4.47272 -1.37957 -0.32860
C 1.20662 -2.01313 1.39510
N 1.21595 -0.76208 1.01333
C 2.52985 -0.30676 1.12582
C 3.09336 0.93740 0.85626
C 4.45275 1.06607 1.05483
C 5.23456 -0.00484 1.51779
C 4.68098 -1.23567 1.80375
C 3.31279 -1.36250 1.59609
N 2.43477 -2.42857 1.76187
H 0.02524 -3.50144 0.48396
H -0.08682 -3.49663 2.24695
H -1.38777 -1.46988 2.08469
H -2.96491 -3.15979 1.26336
H -2.08517 -3.11015 -0.26860
H -2.74130 2.62106 -0.56505
H -4.80005 3.65002 -1.53208
H -6.79644 2.29402 -1.96405
H -6.84879 -0.12139 -1.45032
H -5.06350 -2.19153 -0.39369
H 2.48000 1.75552 0.50371
H 4.93131 2.01345 0.84756
H 6.29777 0.13955 1.65173
H 5.28574 -2.05450 2.16923
H 2.67200 -3.34858 2.09259
S 0.21224 1.80165 -1.02401
C 1.29653 0.93139 -2.09368
C 2.35810 1.60314 -2.69037
C 3.21909 0.94180 -3.55372
C 4.33205 1.64956 -4.12496
N 5.23113 2.21445 -4.56188
C 3.01423 -0.41637 -3.83256
C 1.95260 -1.08279 -3.23705
C 1.09692 -0.41647 -2.36945
S -0.27281 -1.25495 -1.66244
C 3.89680 -1.13782 -4.70671
N 4.58791 -1.74387 -5.39492
H 2.51778 2.65230 -2.47767
H 1.79313 -2.13248 -3.44697
N -2.10048 2.39409 3.16720
C -1.08519 1.51599 3.26184
N -0.21390 1.67042 4.27583
O -0.96673 0.57341 2.45439
H -2.21327 3.17049 3.79350
H -2.75013 2.28423 2.40794
H -0.24951 2.44907 4.90870
H 0.59612 1.07659 4.28892
```

For the energy above the lowest of the compared OMol25 structures with the same formula, charge and spin, the calculation gives 1.0665 eV. For the HOMO energy, the calculation gives -0.3700 Eh. The spin multiplicity is 1. Its net charge is +1.



Look up the spin multiplicity of the sixth one.
3